Molecular formula: C4H7NO
Method: DFT, ωB97M-V/def2-TZVPD

Last column: natural (NBO) charge in e.
Atoms and positions in Å:
C -1.244 -0.790 0.816  -0.41
C -0.137 0.344 -1.224  -0.37
C 0.600 1.400 -0.359  -0.53
C 1.129 0.161 0.257  0.65
O 2.213 -0.331 0.458  -0.57
N -0.067 -0.685 -0.079  -0.46
H -1.773 -1.721 0.590  0.21
H -0.918 -0.797 1.861  0.21
H -1.903 0.053 0.613  0.23
H 0.505 -0.053 -2.016  0.17
H 1.392 1.997 -0.816  0.23
H -0.060 2.038 0.238  0.21
H 0.263 -1.616 -0.339  0.42

Results
Energy relative to the best compared isomer or geometry (same formula, charge and spin), kcal per mole: 93.9
M, g/mol: 85.106
Charge: 0
Highest occupied orbital energy, eV: -7.4

Molecular formula: C34H38BrN5OPSSr
Method: DFT, ωB97M-V/def2-TZVPD

Last column: Mulliken charge in e.
Atoms and positions in Å:
Sr -0.607 -0.307 -0.094  2.11
Br 2.141 7.101 0.672  -0.18
C 1.348 5.377 0.749  -0.35
C 0.293 5.137 1.641  -0.45
C -0.273 3.891 1.709  -0.52
C 0.160 2.811 0.897  0.11
O -0.383 1.644 1.027  -0.55
C 1.210 3.090 -0.027  0.56
C 1.711 2.157 -1.000  -1.24
N 1.231 1.005 -1.340  0.83
C 1.829 0.352 -2.440  -0.10
C 2.337 1.010 -3.536  -0.05
C 2.926 0.311 -4.608  -1.12
C 3.002 -1.052 -4.595  -0.94
C 2.453 -1.771 -3.511  1.51
C 2.472 -3.182 -3.446  -0.66
C 1.897 -3.823 -2.390  -0.91
C 1.273 -3.051 -1.397  -0.05
N 1.229 -1.737 -1.410  -0.11
C 1.839 -1.076 -2.443  -0.71
C 1.799 4.375 -0.055  -0.91
H -0.063 5.935 2.279  0.45
H -1.074 3.691 2.410  0.40
H 2.612 2.500 -1.521  0.59
H 2.274 2.091 -3.584  0.55
H 3.320 0.871 -5.446  0.42
H 3.463 -1.595 -5.411  0.44
H 2.945 -3.742 -4.244  0.44
H 1.905 -4.901 -2.307  0.43
H 0.795 -3.545 -0.555  0.26
H 2.614 4.566 -0.744  0.46
N 0.395 -3.523 6.750  -0.36
C -0.571 -3.835 5.879  0.02
S -1.822 -4.848 6.238  -0.29
C -0.465 -3.164 4.550  0.81
C -0.068 -1.837 4.446  -0.76
C -0.025 -1.239 3.198  -0.62
N -0.341 -1.886 2.073  0.10
C -0.719 -3.166 2.179  -0.57
C -0.804 -3.837 3.381  -0.76
H 0.372 -3.949 7.662  0.23
H 1.217 -3.012 6.476  0.21
H 0.171 -1.256 5.327  0.44
H 0.263 -0.198 3.094  0.50
H -0.981 -3.675 1.258  0.52
H -1.144 -4.862 3.427  0.45
N -3.217 -0.417 0.898  -0.28
C -3.612 -1.534 1.692  0.89
C -3.544 -1.488 3.078  -0.37
C -3.867 -2.611 3.823  -0.56
C -4.271 -3.783 3.197  -0.78
C -4.355 -3.822 1.813  -0.68
C -4.021 -2.703 1.062  -0.46
H -3.170 0.445 1.431  0.19
H -3.856 -0.275 0.125  -0.03
H -3.240 -0.570 3.570  0.38
H -3.800 -2.581 4.903  0.53
H -4.512 -4.654 3.790  0.42
H -4.683 -4.723 1.312  0.41
H -4.084 -2.731 -0.022  0.37
C -2.600 4.112 -2.876  -1.47
C -2.041 3.094 -1.884  -0.23
P -2.291 1.314 -2.278  0.76
C -4.117 1.216 -2.518  -0.75
C -4.614 -0.192 -2.858  -1.33
C -1.612 1.174 -3.989  -0.82
C -1.298 -0.268 -4.400  -0.93
H -2.338 5.121 -2.556  0.45
H -3.687 4.058 -2.941  0.32
H -2.190 3.964 -3.876  0.28
H -2.466 3.251 -0.888  0.42
H -0.961 3.223 -1.768  -0.04
H -4.425 1.919 -3.292  0.59
H -4.561 1.562 -1.579  0.46
H -4.293 -0.490 -3.857  0.36
H -5.702 -0.236 -2.839  0.38
H -4.233 -0.938 -2.155  0.25
H -0.692 1.765 -4.000  0.41
H -2.300 1.638 -4.699  0.56
H -0.566 -0.710 -3.722  0.02
H -0.880 -0.302 -5.407  0.39
H -2.190 -0.895 -4.391  0.24

Results
Energy relative to the best compared isomer or geometry (same formula, charge and spin), kcal per mole: 0.0
M, g/mol: 763.277
Charge: +1
Highest occupied orbital energy, eV: -9.9

Molecular formula: C15H20ClNO3
Method: DFT, ωB97M-V/def2-TZVPD

Last column: natural (NBO) charge in e.
Atoms and positions in Å:
C -1.057 -0.453 -2.787  -0.25
O -0.083 -0.285 -1.785  -0.51
C 1.219 -0.164 -2.134  0.40
C 1.664 -0.154 -3.455  -0.31
C 3.010 -0.058 -3.757  -0.19
C 3.938 0.009 -2.732  -0.08
Cl 5.623 0.115 -3.102  0.01
C 3.520 -0.013 -1.415  -0.15
C 2.166 -0.078 -1.096  -0.22
C 1.842 -0.070 0.359  0.61
O 2.611 -0.561 1.154  -0.54
C 0.574 0.620 0.816  -0.32
C 0.895 1.574 1.971  -0.39
C -0.403 2.143 2.528  -0.40
C -1.339 1.014 2.945  -0.21
N -1.627 0.175 1.797  -0.45
C -2.668 -0.799 2.061  -0.23
C -3.300 -1.325 0.771  -0.07
O -2.550 -2.413 0.270  -0.73
C -0.409 -0.450 1.315  -0.23
H -0.880 -1.358 -3.375  0.18
H -2.001 -0.547 -2.253  0.20
H -1.106 0.415 -3.454  0.18
H 0.960 -0.220 -4.268  0.22
H 3.334 -0.043 -4.785  0.23
H 4.233 0.025 -0.607  0.25
H 0.110 1.174 0.001  0.22
H 1.545 2.379 1.622  0.21
H 1.427 1.021 2.748  0.22
H -0.197 2.785 3.387  0.21
H -0.897 2.742 1.761  0.20
H -2.279 1.433 3.314  0.20
H -0.875 0.436 3.766  0.16
H -2.300 -1.661 2.642  0.18
H -3.451 -0.302 2.639  0.20
H -4.328 -1.650 0.986  0.16
H -3.336 -0.507 0.039  0.16
H -3.002 -2.786 -0.493  0.47
H -0.665 -1.123 0.498  0.24
H 0.084 -1.038 2.108  0.18

Results
Energy relative to the best compared isomer or geometry (same formula, charge and spin), kcal per mole: 32.4
Structure (SMILES): COc1ccc(Cl)cc1C(=O)[C@@H]1CCCN(CCO)C1
M, g/mol: 297.782
Charge: 0
Highest occupied orbital energy, eV: -8.6

Which of these has the lowest highest occupied orbital energy? C34H38BrN5OPSSr